(1)
The following is a quantum chemistry calculation of C4H7NOS in the gas phase, from the OMol25 dataset.

Computed properties:
**Spin multiplicity**: 1
**SMILES**: C/C=C/O/C=N\S
**Energy relative to the best compared isomer or geometry (same formula, charge and spin)**: 176.1 kJ/mol
**Max |F|**: 0.015 Eh/bohr
**HOMO level**: -0.3134 hartree

XYZ file:
```
14
C4H7NOS (ωB97M-V/def2-TZVPD)
C 2.8160 -0.3771 -0.0001
C 1.3447 -0.6824 -0.0061
C 0.4129 0.2501 -0.0013
C -1.8369 0.9301 0.0039
H 3.0101 0.6820 -0.0243
H 3.2807 -0.8195 -0.8741
H 3.3297 -0.7985 0.8935
H 1.0530 -1.7422 0.0133
H 0.6114 1.3319 0.0103
H -1.4451 1.9533 -0.0025
H -4.9218 -0.5338 -0.0143
N -3.0897 0.7546 -0.0019
O -0.9306 -0.0745 0.0025
S -3.6344 -0.8738 0.0010
```

Löwdin population analysis, charges in e, atoms 1 to 8:
1. C -0.11
2. C -0.13
3. C -0.15
4. C -0.37
5. H 0.06
6. H 0.07
7. H 0.08
8. H 0.12

---

(2)
The following is a quantum chemistry calculation of C4H7NOS in the gas phase in a non-equilibrium geometry, from the OMol25 dataset.

Computed properties:
**Spin multiplicity**: 1
**SMILES**: C[C@H]1NC(=S)[C@H]1O
**Energy relative to the best compared isomer or geometry (same formula, charge and spin)**: 119.4 kJ/mol
**Max |F|**: 0.049 Eh/bohr
**HOMO level**: -0.3154 hartree

XYZ file:
```
14
C4H7NOS (ωB97M-V/def2-TZVPD)
C -2.3866 -0.2218 -0.6612
C -1.4210 -0.4767 0.4520
C 0.6971 -0.3373 0.2926
C -0.3720 0.6478 0.7570
H -2.6997 -1.1843 -1.1132
H -3.2819 0.2613 -0.2781
H -1.9219 0.4055 -1.3883
H -1.9087 -0.8970 1.3334
H -0.1527 -2.2961 -0.0418
H -0.1940 0.9996 1.7761
H 0.4209 1.9239 -0.4602
N -0.2169 -1.2677 0.0719
O -0.4723 1.7234 -0.1618
S 2.2456 -0.1124 -0.2549
```

Löwdin population analysis, charges in e, atoms 1 to 8:
1. C -0.04
2. C -0.26
3. C -0.81
4. C -0.29
5. H 0.09
6. H 0.09
7. H 0.07
8. H 0.14

---

(3)
The following is a quantum chemistry calculation of C4H7NOS as an isolated structure in a non-equilibrium geometry, from the OMol25 dataset.

Computed properties:
**Spin multiplicity**: 3
**Energy relative to the best compared isomer or geometry (same formula, charge and spin)**: 0.0 kJ/mol
**Max |F|**: 0.068 Eh/bohr
**HOMO level (alpha / beta)**: -0.2342 / -0.3666 hartree
**<S²>**: 2.01

XYZ file:
```
14
C4H7NOS (ωB97M-V/def2-TZVPD)
C 1.4222 1.0832 0.0220
C 0.3713 -0.0827 0.0372
C -0.4249 -0.2565 1.3569
C -0.4916 -0.1632 -1.2286
N 2.5723 0.3650 0.1002
O 1.2354 2.2750 -0.2316
S 1.7393 -1.3002 -0.0156
H -0.9009 -1.2513 1.3541
H -1.0899 0.5624 1.4229
H 0.4092 -0.4183 2.1093
H -1.2760 -0.9477 -1.0606
H 0.0361 -0.5103 -2.0960
H -1.1613 0.7177 -1.4499
H 3.5513 0.6503 -0.1413
```

Löwdin population analysis, charges in e, atoms 1 to 8:
1. C -0.57
2. C -0.71
3. C -0.08
4. C -0.09
5. N -0.14
6. O 0.06
7. S 0.91
8. H 0.08

---

(4)
The following is a quantum chemistry calculation of C4H7NOS2 in the gas phase in a non-equilibrium geometry, from the OMol25 dataset.

Computed properties:
**Spin multiplicity**: 1
**SMILES**: C[C@H](O)C(=S)/C=N\S
**Energy relative to the best compared isomer or geometry (same formula, charge and spin)**: 210.0 kJ/mol
**Max |F|**: 0.031 Eh/bohr
**HOMO level**: -0.3317 hartree

XYZ file:
```
15
C4H7NOS2 (ωB97M-V/def2-TZVPD)
C -2.1020 -0.6315 1.2184
C -1.6286 -0.6506 -0.2054
C -0.5176 0.4235 -0.4404
C 0.6674 0.0065 -1.2499
H -2.8142 -1.4463 1.4614
H -1.2615 -0.8101 1.8508
H -2.5860 0.2666 1.5960
H -2.4715 -0.5049 -0.8893
H -0.2960 -2.1479 -0.1555
H 0.4736 -0.2652 -2.3258
H 3.3740 -0.7439 0.6671
N 1.8264 -0.2963 -0.8467
O -1.1271 -1.9412 -0.6169
S -0.7202 1.9881 -0.0378
S 2.1763 -0.2151 0.8330
```

Löwdin population analysis, charges in e, atoms 1 to 8:
1. C -0.08
2. C -0.43
3. C -0.71
4. C -0.36
5. H 0.10
6. H 0.07
7. H 0.07
8. H 0.15

---

(5)
The following is a quantum chemistry calculation of C4H7NOS2 as an isolated structure in a non-equilibrium geometry, from the OMol25 dataset.

Computed properties:
**Spin multiplicity**: 1
**Energy relative to the best compared isomer or geometry (same formula, charge and spin)**: 500.7 kJ/mol
**Max |F|**: 0.113 Eh/bohr
**HOMO level**: -0.3263 hartree

XYZ file:
```
15
C4H7NOS2 (ωB97M-V/def2-TZVPD)
C 0.1765 2.5552 0.2945
C 0.2740 0.2980 -0.6187
C 0.1561 -1.5758 0.6046
C -0.6757 -0.9869 -0.5003
H 1.4277 2.8895 -0.1956
H -0.7768 3.2797 -0.4289
H -0.0062 2.9238 1.4767
H -0.1083 0.4959 -1.6526
H -0.3839 -2.2392 1.5354
H -0.6828 -1.4591 -1.5007
H -3.1479 -1.1148 -0.5782
N 1.3690 -1.3156 0.7981
O -0.0408 1.1727 0.4614
S 1.9784 -0.2191 -0.3956
S -2.3011 -0.1991 -0.0178
```

Löwdin population analysis, charges in e, atoms 1 to 8:
1. C -0.18
2. C -0.70
3. C -0.34
4. C -0.55
5. H 0.16
6. H 0.16
7. H 0.12
8. H 0.12

---

(6)
The following is a quantum chemistry calculation of C4H7NS in the gas phase in a non-equilibrium geometry, from the OMol25 dataset.

Computed properties:
**Spin multiplicity**: 1
**SMILES**: C[C@@H]1N[C@H]1C=S
**Energy relative to the best compared isomer or geometry (same formula, charge and spin)**: 337.7 kJ/mol
**Max |F|**: 0.108 Eh/bohr
**HOMO level**: -0.3255 hartree

XYZ file:
```
13
C4H7NS (ωB97M-V/def2-TZVPD)
C 0.3233 1.2541 -1.4111
C 0.6199 0.3339 -0.2283
C -0.6164 -0.5469 0.2191
C -0.7787 -1.0797 1.7018
H -0.4559 2.0760 -1.1160
H 1.4486 1.7379 -1.6558
H -0.0716 0.6840 -2.2302
H 1.4899 0.6483 0.4004
H 1.0156 -1.3706 0.2930
H -1.6733 -0.3517 -0.2955
H 0.2256 -0.9124 2.2679
N 0.4947 -1.1445 -0.5388
S -2.0217 -1.3284 2.5934
```

Löwdin population analysis, charges in e, atoms 1 to 8:
1. C -0.10
2. C -0.32
3. C -0.32
4. C -0.73
5. H 0.10
6. H 0.13
7. H 0.05
8. H 0.14

---

(7)
The following is a quantum chemistry calculation of a 2-piece molecular cluster, C4H7NS overall in a non-equilibrium geometry, from the OMol25 dataset.

Computed properties:
**Spin multiplicity**: 1
**Energy relative to the best compared isomer or geometry (same formula, charge and spin)**: 452.6 kJ/mol
**Max |F|**: 0.103 Eh/bohr
**HOMO level (alpha / beta)**: -0.3167 / -0.3168 hartree

XYZ file:
```
13
C4H7NS (ωB97M-V/def2-TZVPD)
C -0.3419 1.6017 0.3732
C -1.4750 -0.3502 -0.5546
C -0.3680 0.3365 0.0887
C 1.3972 -0.9750 0.4347
N -2.7763 -0.5423 -0.2456
S 2.7285 -0.3930 -0.5331
H 0.4750 2.2336 0.7854
H -1.2130 2.1242 0.2404
H -1.0832 -0.5134 -1.5324
H 1.0354 -1.9981 0.1303
H 1.5408 -0.8195 1.4703
H -3.1964 -1.1333 -0.9300
H 3.2768 0.4289 0.2726
```

Löwdin population analysis, charges in e, atoms 1 to 8:
1. C -0.01
2. C -0.24
3. C -0.18
4. C -0.43
5. N 0.09
6. S 0.71
7. H 0.08
8. H 0.03

---

(8)
The following is a quantum chemistry calculation of a 2-piece molecular cluster, C4H7NS overall in a non-equilibrium geometry, from the OMol25 dataset.

Computed properties:
**Spin multiplicity**: 1
**Energy relative to the best compared isomer or geometry (same formula, charge and spin)**: 624.6 kJ/mol
**Max |F|**: 0.088 Eh/bohr
**HOMO level**: -0.2886 hartree

XYZ file:
```
13
C4H7NS (ωB97M-V/def2-TZVPD)
C 0.1359 0.4572 -0.3234
C 0.0331 -2.5999 -0.7819
C -0.0883 1.9677 0.1835
C -0.0870 -0.3369 0.8971
N -0.1813 0.1748 2.0421
S -0.1411 1.8457 2.1235
H -0.5672 0.4399 -1.0744
H 1.0259 0.3025 -0.9010
H 1.0275 -2.3261 -0.5661
H -0.4453 -3.0628 -0.0313
H 0.7773 2.6455 0.0024
H -0.9834 2.5054 -0.0117
H -0.5060 -2.0130 -1.5589
```

Löwdin population analysis, charges in e, atoms 1 to 8:
1. C -0.24
2. C 0.16
3. C -0.34
4. C -0.17
5. N -0.37
6. S 0.80
7. H 0.06
8. H 0.10